No. 1
DFT (ωB97M-V/def2-TZVPD) results for one molecule with the formula C4H8BN.

Calculated values
Kohn-Sham gap: 8.96 eV
highest occupied orbital energy: -0.3241 hartree
LUMO level: 0.1 eV

Atoms and positions in Å:
H: -2.334 0.149 -0.858
C: 1.536 0.339 -0.138
N: 0.155 0.273 1.562
B: -1.077 0.307 0.998
H: 1.643 -1.673 -0.864
H: -0.771 -1.822 -1.072
H: 0.470 0.432 2.417
C: -0.315 -0.816 -0.957
C: 1.031 -0.844 -0.651
H: -0.941 1.308 -1.092
H: 2.533 0.372 0.318
C: -1.278 0.271 -0.660
H: -2.120 0.143 1.429
H: 1.230 1.302 -0.375

Cartesian forces (eV/Å) of the 3 atoms listed first:
0.145 -0.491 -0.425
0.936 -0.789 3.135
-1.267 -0.173 -6.004

Mulliken atomic charge list, values in e, 2 entries: atom 1 (H): 0.31, atom 2 (C): -0.82

No. 2
DFT (ωB97M-V/def2-TZVPD) results for C6H10O as an isolated structure.

Calculated values
Kohn-Sham gap: 9.98 eV
highest occupied orbital energy: -0.3350 hartree
LUMO level: 0.9 eV

Atoms and positions in Å:
C: -0.563 -0.073 -1.807
C: 1.914 -0.172 0.774
C: -0.104 -1.687 1.287
H: -0.658 2.277 -0.336
C: -0.781 -0.970 0.500
H: -0.029 0.754 -2.282
H: 2.208 0.290 1.730
C: -0.608 0.137 -0.312
H: 2.676 -0.829 0.328
H: -0.127 -2.537 1.951
H: -2.251 1.509 -0.165
O: 1.194 0.533 -0.030
H: -0.058 -1.010 -2.053
C: -1.199 1.452 0.136
H: -1.582 -0.101 -2.208
H: -1.135 1.557 1.221
H: 1.102 -1.131 1.266

Cartesian forces (eV/Å) of the 3 atoms listed first:
0.017 -0.030 -0.044
0.094 0.065 -0.033
-0.264 0.196 -0.204

Mulliken atomic charge list, values in e, 2 entries: atom 1 (C): -1.35, atom 2 (C): -0.59

No. 3
DFT (ωB97M-V/def2-TZVPD) results for a 2-piece molecular cluster, CH5NO overall.

Calculated values
Kohn-Sham gap: 11.20 eV
SMILES: C=N.O
highest occupied orbital energy: -0.3764 hartree
LUMO level: 1.0 eV

Atoms and positions in Å:
H: -1.645 0.908 -0.835
O: 2.489 0.747 1.837
H: -1.533 -0.707 -2.724
C: -1.474 -0.905 -1.552
H: 2.004 1.411 1.411
N: -1.511 -0.032 -0.584
H: -1.200 -2.019 -1.414
H: 1.880 0.082 2.266

Cartesian forces (eV/Å) of the 3 atoms listed first:
-0.409 1.394 -1.004
0.622 -2.654 1.734
-0.159 0.179 2.383

Mulliken atomic charge list, values in e, 2 entries: atom 1 (H): 0.24, atom 2 (O): -0.64

No. 4
DFT (ωB97M-V/def2-TZVPD) results for C5H11NO as an isolated structure.

Calculated values
Kohn-Sham gap: 10.46 eV
highest occupied orbital energy: -0.3436 hartree
LUMO level: 1.1 eV

Atoms and positions in Å:
C: -2.500 0.389 -0.062
H: -3.095 1.149 -0.569
H: -0.440 1.785 1.468
H: 1.608 -0.462 1.763
H: 2.722 -1.782 -0.571
H: -2.771 0.443 1.004
C: 0.911 -0.564 -0.489
H: 0.490 2.152 -0.081
C: -1.072 0.651 -0.373
H: 0.599 -1.159 -1.351
N: -0.056 0.026 0.352
O: 2.373 -0.812 1.280
H: 1.352 -2.370 0.388
C: 1.930 -1.461 0.126
H: -0.610 0.612 -1.620
H: 1.448 0.525 -1.255
H: -2.711 -0.603 -0.467
C: -0.178 1.482 0.456

Cartesian forces (eV/Å) of the 3 atoms listed first:
-0.391 -0.053 -0.564
-0.230 -0.198 -0.124
-0.228 0.131 -0.348

Mulliken atomic charge list, values in e, 2 entries: atom 1 (C): -1.37, atom 2 (H): 0.35

No. 5
DFT (ωB97M-V/def2-TZVPD) results for a 2-piece molecular cluster, C8H14N overall.

Calculated values
Kohn-Sham gap: 8.80 eV
net charge: +1
highest occupied orbital energy: -0.5076 hartree
LUMO level: -5.0 eV

Atoms and positions in Å:
H: 2.963 -0.718 -1.569
C: 2.296 0.627 1.405
H: 2.038 0.828 2.442
H: -1.424 -3.412 0.532
H: 0.529 1.302 1.108
H: -2.300 -0.937 -0.418
C: -1.345 0.846 0.095
H: -2.582 2.517 0.431
H: 0.328 -3.462 0.294
C: -2.550 1.699 -0.306
H: 0.578 -1.110 0.667
H: -2.416 2.228 -1.273
H: 3.826 0.702 -1.558
H: 1.934 0.805 -1.664
N: -0.373 1.525 0.687
H: -0.825 -3.156 -1.005
C: 2.546 0.491 0.227
C: 2.828 0.393 -1.179
H: -0.269 2.488 0.777
C: -0.566 -2.842 0.136
C: -0.411 -1.402 0.381
H: -3.399 1.124 -0.210
C: -1.407 -0.537 -0.001

Cartesian forces (eV/Å) of the 3 atoms listed first:
-0.935 1.768 1.171
0.296 0.080 -0.302
0.430 -0.329 -0.637

Mulliken atomic charge list, values in e, 2 entries: atom 1 (H): 0.28, atom 2 (C): -0.32

No. 6
DFT (ωB97M-V/def2-TZVPD) results for CHBrI2 as an isolated structure.

Calculated values
Kohn-Sham gap (spin up / spin down): 6.71 / 6.71 eV
highest occupied orbital energy (spin up / spin down): -0.3379 / -0.3378 hartree
LUMO level (spin up / spin down): -2.5 / -2.5 eV

Atoms and positions in Å:
C: -0.017 -0.345 -0.168
Br: -0.124 2.450 0.273
I: -1.807 -0.852 0.658
I: 1.775 -1.030 0.600
H: 0.172 -0.222 -1.363

Cartesian forces (eV/Å) of the 3 atoms listed first:
1.230 1.858 -2.721
0.204 -1.966 -0.374
0.140 -0.024 -0.243

Mulliken atomic charge list, values in e, 2 entries: atom 1 (C): -0.66, atom 2 (Br): -0.33

No. 7
DFT (ωB97M-V/def2-TZVPD) results for one molecule with the formula C4H5N.

Calculated values
Kohn-Sham gap: 8.64 eV
SMILES: C=C=NC=C
highest occupied orbital energy: -0.2950 hartree
LUMO level: 0.6 eV

Atoms and positions in Å:
N: 0.265 -0.195 -0.123
C: -1.086 0.215 0.126
H: 3.315 0.715 0.052
C: -2.278 -0.432 0.012
H: -2.344 -1.552 -0.130
H: -0.923 1.325 0.439
C: 1.483 -0.053 -0.064
C: 2.783 -0.154 -0.029
H: -3.250 0.132 0.067
H: 3.286 -1.019 0.240

Cartesian forces (eV/Å) of the 3 atoms listed first:
0.623 0.309 -0.340
1.230 1.710 0.483
1.369 2.183 -0.153

Mulliken atomic charge list, values in e, 2 entries: atom 1 (N): -0.31, atom 2 (C): 0.08

No. 8
DFT (ωB97M-V/def2-TZVPD) results for a 2-piece molecular cluster, C12H16N2O overall.

Calculated values
Kohn-Sham gap: 8.86 eV
SMILES: Cc1c[nH]c2ccccc12.CCC(N)=O
highest occupied orbital energy: -0.2997 hartree
LUMO level: 0.7 eV

Atoms and positions in Å:
H: 0.476 -1.996 2.356
C: 2.149 0.715 1.104
H: -1.033 3.689 0.656
C: -1.793 2.954 0.377
H: 1.392 2.680 0.766
O: 0.100 -3.714 -1.863
C: 0.854 -0.578 -2.979
H: 3.128 1.115 0.863
C: -0.158 1.219 1.360
C: -0.344 -0.113 1.936
C: -1.502 1.681 1.147
H: 0.044 -0.842 -3.640
H: -1.896 -2.050 -1.360
C: 1.124 1.665 1.018
N: -1.685 -0.306 2.107
C: 1.969 -0.558 1.670
H: -0.802 -0.925 -0.717
H: 1.738 -0.236 -3.535
C: 1.364 -1.636 -1.924
H: -2.048 -1.118 2.592
C: 0.726 -0.980 2.064
N: -0.938 -1.757 -1.279
C: -2.390 0.784 1.646
H: 2.816 -1.213 1.519
H: 2.186 -2.178 -2.380
H: -1.789 2.679 -0.673
C: 0.160 -2.526 -1.678
H: -3.461 0.831 1.642
H: -2.705 3.488 0.650
H: 0.633 0.330 -2.411
H: 1.685 -1.103 -1.036

Cartesian forces (eV/Å) of the 3 atoms listed first:
0.533 -0.026 0.151
-0.297 1.590 0.809
0.264 -0.124 -0.602

Mulliken atomic charge list, values in e, 2 entries: atom 1 (H): 0.37, atom 2 (C): -0.41

F_max? In order: 6.1, 0.4, 4.5, 5.8, 4.0, 3.5, 4.0, 2.6 eV Å⁻¹.
Energy relative to the best compared isomer or geometry (same formula, charge and spin)? In order: 71.8, 89.6, 27.1, 101.6, 47.0, 41.2, 70.8, 18.3 kcal/mol.